# C50H47BClF5LaN5O2S4Te

C50H47BClF5LaN5O2S4Te as an isolated structure at a distorted geometry (ωB97M-V with the def2-TZVPD basis set, the Open Molecules 2025 dataset).

```
! RIJCOSX wB97M-V def2-TZVPD def2/J DEFGRID3
* xyz -1 2
La 0.8743 -0.9806 0.2066
S 6.9718 -0.6755 -0.7352
C 8.6760 -0.6231 -0.6263
C 9.1152 -1.1724 0.5359
C 8.0387 -1.6460 1.3498
C 6.8107 -1.4444 0.7883
C 5.4880 -1.8103 1.3455
C 4.3058 -1.5278 0.6894
N 3.0971 -1.8552 1.1546
C 2.9931 -2.5413 2.3478
C 4.1674 -2.8484 3.0952
C 4.0207 -3.5621 4.3555
C 2.8157 -3.9418 4.8007
C 1.6054 -3.6508 4.0467
C 0.3610 -4.0339 4.4738
C -0.7960 -3.7190 3.7194
C -0.6041 -3.0193 2.5474
N 0.5907 -2.6358 2.0837
C 1.7286 -2.9375 2.8206
C -2.1600 -4.0980 4.1435
C -3.3645 -3.7678 3.5890
C -4.4780 -4.3348 4.2810
C -4.1017 -5.0836 5.3509
S -2.4014 -5.1023 5.5136
C 5.3849 -2.4742 2.5894
H 9.2565 -0.1838 -1.4222
H 10.1589 -1.2388 0.8119
H 8.1809 -2.1119 2.3152
H 4.3205 -1.0143 -0.2708
H 4.9154 -3.7842 4.9271
H 2.7161 -4.4756 5.7398
H 0.2802 -4.5728 5.4134
H -1.4488 -2.7469 1.9250
H -3.4660 -3.1208 2.7275
H -5.5086 -4.1818 3.9905
H -4.7250 -5.6187 6.0493
H 6.2767 -2.7033 3.1630
F -3.5696 -0.2296 0.3618
B -2.2096 -0.2574 0.3315
F -1.6563 0.0102 1.6018
F 1.0639 2.2675 1.8964
C 1.4400 0.9501 1.7174
F 1.2522 0.3958 2.9834
F 2.8476 1.0820 1.6115
Cl 0.8557 0.8731 -1.7268
S 4.6030 1.0153 -3.3753
C 3.7991 2.2590 -2.6089
N 3.5805 2.3988 -1.3095
C 2.8927 3.5888 -0.8266
C 2.1455 4.1546 -2.0363
S 3.1250 3.6294 -3.4722
H 3.7268 1.6261 -0.6786
H 3.6187 4.3065 -0.4386
H 2.2078 3.3116 -0.0259
H 2.0813 5.2407 -2.0051
H 1.1497 3.7234 -2.1280
C 2.2215 -4.6133 -0.8608
N 2.7659 -4.1162 -2.1138
C 3.3249 -5.0775 -3.0411
C 2.8108 -2.8035 -2.3883
O 2.4471 -1.9134 -1.6368
H 1.6243 -5.5019 -1.0656
H 1.5755 -3.8685 -0.4159
H 3.0178 -4.8631 -0.1565
H 2.6046 -5.8741 -3.2342
H 4.2391 -5.5243 -2.6439
H 3.5588 -4.5839 -3.9823
H 3.2259 -2.5700 -3.3771
C -6.9063 4.7573 1.9756
C -5.6568 4.0974 1.4512
C -4.4965 4.0525 2.2085
C -3.3212 3.4738 1.7267
C -2.1158 3.4468 2.6425
C -3.3227 2.9263 0.4405
Te -1.4851 2.1292 -0.2893
N -1.4090 -1.2890 -0.2963
C -1.2709 -1.8450 -1.5097
O -0.2931 -2.5851 -1.7382
C -2.2281 -1.5137 -2.6223
C -1.6883 -1.2824 -3.8866
C -2.5104 -0.9208 -4.9440
C -3.8844 -0.8096 -4.7461
C -4.4244 -1.0605 -3.4917
C -3.5978 -1.4042 -2.4262
C -1.6310 3.2197 -2.0750
C -1.5813 2.5404 -3.2906
C -1.6691 3.2330 -4.4871
C -1.8210 4.6144 -4.4672
C -1.8554 5.2832 -3.2553
C -1.7420 4.6101 -2.0332
C -1.7360 5.4381 -0.7703
C -4.4995 2.8903 -0.3183
C -4.6236 2.1809 -1.6443
C -5.6405 3.4991 0.1971
H -6.7755 5.0798 3.0092
H -7.7600 4.0771 1.9396
H -7.1689 5.6362 1.3818
H -4.4943 4.4810 3.2065
H -2.2234 4.1888 3.4343
H -1.1766 3.6366 2.1220
H -2.0029 2.4650 3.1113
H -0.6164 -1.3721 -4.0125
H -2.0832 -0.7237 -5.9201
H -4.5310 -0.5276 -5.5686
H -5.4930 -0.9752 -3.3350
H -4.0178 -1.5849 -1.4456
H -1.4730 1.4635 -3.3004
H -1.6206 2.6952 -5.4259
H -1.9027 5.1703 -5.3936
H -1.9593 6.3636 -3.2420
H -1.2457 6.3947 -0.9604
H -1.2113 4.9485 0.0506
H -2.7530 5.6376 -0.4222
H -3.9446 1.3339 -1.7261
H -4.4133 2.8495 -2.4832
H -5.6396 1.8005 -1.7640
H -6.5500 3.4819 -0.3982
*
```

Output
ΔE to the lowest compared entry with this formula, charge and spin = 0.3542 eV
frontier orbital gap (spin up / spin down) = 4.838 / 7.408 eV
E_LUMO (spin up / spin down) = 2.162 / 2.017 eV

=====

# C22H47B2O17

A 5-piece molecular cluster, C22H47B2O17 overall at a distorted geometry (ωB97M-V with the def2-TZVPD basis set, the Open Molecules 2025 dataset).

```
! RIJCOSX wB97M-V def2-TZVPD def2/J DEFGRID3
* xyz -1 1
C 3.1246 -1.9414 -1.6733
C 2.1663 -0.8021 -2.1130
C 0.8284 -0.7708 -1.3107
C -0.1945 0.0654 -2.0834
B -1.6288 0.4431 -1.3260
C -1.4297 1.9422 -0.6390
C -0.1847 2.0927 0.1819
O 0.8738 2.3479 -0.2731
O -0.2817 1.9834 1.5410
O -2.6114 0.4564 -2.5172
B -3.6394 1.2846 -2.3971
O -3.6182 2.6446 -2.7781
O -4.8964 0.8054 -1.9015
C -2.1896 -0.7258 -0.3252
C -1.5706 -0.8180 1.0914
C -2.1807 -2.1407 -0.9882
C -3.5566 -2.8454 -0.9250
H 3.4853 -2.4581 -2.5667
H 2.6748 -2.6527 -0.9832
H 4.0162 -1.4870 -1.2367
H 2.6564 0.1507 -1.8951
H 1.9657 -0.8002 -3.1837
H 1.1058 -0.3841 -0.3251
H 0.5557 -1.8228 -1.1845
H -0.4085 -0.4690 -3.0168
H 0.2753 1.0043 -2.4026
H -1.3207 2.7421 -1.3736
H -2.2358 2.2262 0.0648
H 0.5330 1.5875 1.8754
H -3.7165 3.1749 -1.9787
H -4.9013 0.9764 -0.9506
H -3.2603 -0.5560 -0.1254
H -0.5025 -1.0321 1.1256
H -2.0649 -1.6591 1.6026
H -1.8648 0.0698 1.6524
H -1.8785 -2.0881 -2.0317
H -1.4987 -2.7524 -0.3923
H -4.3898 -2.1604 -0.7529
H -3.6077 -3.6029 -0.1360
H -3.7754 -3.3734 -1.8584
C -1.6034 7.2504 -5.9835
O -1.5232 6.2246 -4.9987
C -0.5848 6.4276 -4.0674
O 0.1604 7.3756 -4.0128
O -0.6186 5.4069 -3.2198
C 0.3340 5.4809 -2.1546
H -2.3951 6.9685 -6.6731
H -1.8571 8.2059 -5.5257
H -0.6668 7.3312 -6.5350
H 0.1549 6.3638 -1.5419
H 1.3503 5.4885 -2.5450
H 0.2051 4.5945 -1.5385
C -1.3168 -6.9104 3.2666
O -1.5219 -6.2228 4.5016
C -1.7213 -4.9054 4.3623
O -1.7372 -4.3008 3.3264
O -1.8978 -4.3822 5.5795
C -2.1213 -2.9686 5.5816
H -1.1681 -7.9603 3.5072
H -2.1903 -6.8150 2.6235
H -0.4298 -6.5344 2.7593
H -3.0255 -2.7218 5.0280
H -1.2644 -2.4429 5.1642
H -2.2480 -2.6688 6.6188
C 5.6595 2.1452 -6.1780
O 4.8263 3.2499 -6.5238
C 3.6486 3.2629 -5.8830
O 3.2760 2.4487 -5.0834
O 2.9688 4.3364 -6.2905
C 1.6801 4.4813 -5.6849
H 6.5756 2.2436 -6.7556
H 5.9060 2.1656 -5.1174
H 5.1777 1.2033 -6.4366
H 1.7749 4.5936 -4.6070
H 1.0417 3.6329 -5.9252
H 1.2314 5.3836 -6.0936
C 0.5484 -5.4962 7.9257
O 1.8426 -5.1119 8.4001
C 1.9239 -3.8429 8.7985
O 1.0288 -3.0379 8.7893
O 3.1752 -3.6167 9.2117
C 3.4082 -2.2849 9.6687
H 0.6079 -6.5410 7.6330
H -0.1956 -5.3955 8.7144
H 0.2641 -4.9062 7.0571
H 2.7767 -2.0560 10.5260
H 3.2361 -1.5674 8.8679
H 4.4502 -2.2303 9.9733
*
```

Output
frontier orbital gap = 6.860 eV
E_LUMO = 2.020 eV

=====

# C37H28F5N4SYb

C37H28F5N4SYb as an isolated structure at a distorted geometry (ωB97M-V with the def2-TZVPD basis set, the Open Molecules 2025 dataset).

```
! RIJCOSX wB97M-V def2-TZVPD def2/J DEFGRID3
* xyz 0 2
Yb -0.1715 0.9860 0.6283
C 4.2872 0.2347 -3.2091
C 4.9340 -0.0299 -2.0073
C 4.2562 0.0950 -0.8096
C 2.9139 0.4833 -0.8058
C 2.2687 0.7373 -2.0146
C 2.9546 0.6156 -3.2104
N 2.1457 0.6551 0.3721
N 2.7583 0.4073 1.4491
C 2.1103 0.6032 2.6544
C 2.8825 0.2960 3.7869
C 2.3457 0.4683 5.0425
C 1.0409 0.9416 5.1592
C 0.2852 1.2390 4.0308
C 0.7865 1.1104 2.7360
H 4.8224 0.1406 -4.1450
H 5.9699 -0.3419 -2.0053
H 4.7355 -0.1020 0.1368
H 1.2206 1.0255 -2.0077
H 2.4502 0.8119 -4.1473
H 3.8879 -0.0849 3.6523
H 2.9220 0.2341 5.9275
H 0.6108 1.0771 6.1446
H -0.7310 1.5911 4.1750
C -2.3177 6.1540 -1.0469
C -1.1671 5.2603 -0.7420
C 0.1928 5.4551 -0.8806
C 0.7960 4.2757 -0.4208
N -0.1381 3.4091 -0.0301
N -1.3190 4.0231 -0.2462
C 2.2522 3.9661 -0.3106
H -1.9831 7.1877 -1.0902
H -3.0895 6.0741 -0.2809
H -2.7645 5.8966 -2.0080
H 0.6759 6.3414 -1.2567
H -2.1532 3.5984 0.1458
H 2.8155 4.8892 -0.1889
H 2.6157 3.4641 -1.2094
H 2.4415 3.3203 0.5463
F -5.9693 -0.6814 -2.3623
C -5.1882 -0.1296 -1.4360
C -3.9324 0.3373 -1.7651
F -3.4871 0.2747 -3.0150
C -3.1438 0.8824 -0.7746
F -1.8639 1.2633 -1.1200
C -3.5318 1.0197 0.5536
S -2.5553 1.7970 1.7518
C -4.8095 0.5212 0.8461
F -5.2641 0.5994 2.0929
C -5.6193 -0.0403 -0.1195
F -6.8297 -0.4893 0.1992
C 1.0627 -6.3951 1.1911
C 2.0101 -5.4896 1.6444
C 1.7138 -4.1369 1.6848
C 0.4769 -3.6508 1.2535
C -0.4749 -4.5789 0.8278
C -0.1840 -5.9343 0.7945
C 0.2526 -2.1823 1.2969
C -0.3450 -1.3809 0.3930
C -0.8786 -1.9520 -0.8684
C -2.2356 -2.2543 -1.0225
C -2.7149 -2.8307 -2.1883
C -1.8555 -3.0906 -3.2462
C -0.5112 -2.7729 -3.1189
C -0.0266 -2.2125 -1.9468
H 1.2880 -7.4538 1.1634
H 2.9826 -5.8379 1.9705
H 2.4534 -3.4287 2.0429
H -1.4590 -4.2456 0.5431
H -0.9403 -6.6307 0.4542
H 0.7315 -1.7243 2.1633
H -2.9048 -2.0867 -0.1846
H -3.7674 -3.0774 -2.2742
H -2.2260 -3.5427 -4.1571
H 0.1706 -2.9788 -3.9355
H 1.0314 -1.9956 -1.8461
*
```

Output
ΔE to the lowest compared entry with this formula, charge and spin = 0.3663 eV
frontier orbital gap (spin up / spin down) = 6.407 / 6.403 eV
E_LUMO (spin up / spin down) = -1.271 / -1.269 eV

=====

# C52H73As2BiN4OP2

C52H73As2BiN4OP2 as an isolated structure (ωB97M-V with the def2-TZVPD basis set, the Open Molecules 2025 dataset).

```
! RIJCOSX wB97M-V def2-TZVPD def2/J DEFGRID3
* xyz 2 1
Bi 0.0711 -0.1470 0.4968
C 0.3801 0.6872 4.6225
As 0.4745 -0.7148 3.2821
C -0.7419 -2.0794 3.9130
C 2.2162 -1.5404 3.4538
C 2.3354 -2.6174 4.3306
C 3.5447 -3.2795 4.4744
C 4.6396 -2.8695 3.7320
C 4.5292 -1.7878 2.8697
C 3.3283 -1.0964 2.7257
As 3.2204 0.3872 1.4521
C 5.1038 0.8040 1.1900
C 2.8467 1.9093 2.6352
H 0.0119 0.2292 5.5397
H -0.3064 1.4659 4.2993
H 1.3739 1.0871 4.7901
H -0.7479 -2.0724 5.0021
H -0.4271 -3.0527 3.5448
H -1.7421 -1.8673 3.5445
H 1.4893 -2.9520 4.9163
H 3.6266 -4.1107 5.1617
H 5.5860 -3.3852 3.8266
H 5.4033 -1.4828 2.3102
H 5.5843 0.0864 0.5289
H 5.6109 0.8298 2.1532
H 5.1501 1.7895 0.7310
H 3.3520 1.8094 3.5948
H 1.7784 2.0564 2.7798
H 3.2287 2.7951 2.1264
C -1.3932 -6.4895 2.0887
C -2.6607 -6.0538 1.7276
C -2.8432 -4.7764 1.2189
C -1.7501 -3.9223 1.0856
C -0.4765 -4.3701 1.4376
C -0.2975 -5.6499 1.9371
P -1.8627 -2.3103 0.2834
C -3.5234 -1.6328 0.4605
C -3.9662 -0.6929 -0.4719
C -5.1724 -0.0368 -0.2837
C -5.9478 -0.3117 0.8338
C -5.5105 -1.2405 1.7680
C -4.2988 -1.8892 1.5928
C -1.5837 -2.6689 -1.4678
C -0.2608 -2.7902 -1.8878
C 0.0271 -3.2607 -3.1591
C -1.0040 -3.5874 -4.0256
C -2.3265 -3.4543 -3.6183
C -2.6195 -3.0109 -2.3392
H -1.2579 -7.4890 2.4800
H -3.5114 -6.7141 1.8306
H -3.8325 -4.4604 0.9139
H 0.3863 -3.7209 1.3151
H 0.6935 -5.9929 2.2038
H -3.3766 -0.4784 -1.3548
H -5.5110 0.6845 -1.0161
H -6.8944 0.1926 0.9744
H -6.1192 -1.4636 2.6345
H -3.9651 -2.6002 2.3394
H 0.5651 -2.5411 -1.2292
H 1.0598 -3.3736 -3.4613
H -0.7819 -3.9552 -5.0190
H -3.1310 -3.7162 -4.2925
H -3.6507 -2.9417 -2.0181
C -2.3839 4.8064 4.3523
C -2.3692 3.4069 3.8019
C -2.9572 2.3569 4.4974
C -2.9807 1.0719 3.9671
C -3.7246 -0.0105 4.7027
C -2.3622 0.8410 2.7418
C -1.7368 1.8700 2.0324
C -1.7689 3.1552 2.5720
N -1.1122 1.5666 0.7991
C -1.1163 2.5201 -0.3482
C 0.0198 3.5592 -0.2891
C -0.0558 4.4940 -1.5023
C 0.1507 3.6825 -2.7827
C -0.9498 2.6235 -2.8832
C -2.3131 3.3108 -2.9625
C -2.5302 4.1212 -1.6833
C -1.4281 5.1734 -1.5344
C -2.5008 3.1725 -0.4809
C -0.8837 1.7243 -1.6405
H -2.7399 4.8240 5.3806
H -3.0400 5.4470 3.7604
H -1.3875 5.2493 4.3298
H -3.4279 2.5469 5.4550
H -3.7779 0.2118 5.7677
H -3.2670 -0.9936 4.5921
H -4.7498 -0.0860 4.3352
H -2.4528 -0.1362 2.2771
H -1.3193 3.9878 2.0531
H 0.9723 3.0089 -0.3049
H 0.0158 4.1404 0.6308
H 0.7257 5.2515 -1.4113
H 1.1364 3.2036 -2.7737
H 0.1142 4.3394 -3.6561
H -0.7880 1.9919 -3.7587
H -3.1103 2.5697 -3.0798
H -2.3481 3.9618 -3.8398
H -3.5030 4.6156 -1.7162
H -1.5829 5.7488 -0.6164
H -1.4729 5.8834 -2.3639
H -3.2333 2.3699 -0.6170
H -2.7846 3.7065 0.4267
H 0.1095 1.2576 -1.6725
H -1.6425 0.9314 -1.7286
C 1.6267 1.3763 -5.3720
N 1.8949 0.1057 -4.7059
C 1.3451 -1.0256 -5.4390
P 2.6288 -0.0451 -3.2388
O 1.8130 -0.1166 -1.9902
N 3.4795 -1.4607 -3.3776
C 3.6875 -2.3327 -2.2323
C 4.2920 -1.8146 -4.5318
N 3.5790 1.3163 -3.1875
C 4.5942 1.5408 -4.2111
C 3.9110 1.9435 -1.9214
H 2.1408 1.4137 -6.3369
H 1.9571 2.2116 -4.7639
H 0.5560 1.4820 -5.5625
H 1.7935 -1.0866 -6.4350
H 0.2644 -0.9139 -5.5600
H 1.5415 -1.9547 -4.9150
H 3.1057 -1.9772 -1.3854
H 4.7454 -2.3639 -1.9508
H 3.3818 -3.3568 -2.4708
H 4.0441 -1.1918 -5.3874
H 4.1124 -2.8568 -4.8092
H 5.3595 -1.7026 -4.3207
H 5.5637 1.1262 -3.9147
H 4.7203 2.6129 -4.3760
H 4.2997 1.0911 -5.1559
H 3.1576 1.6903 -1.1784
H 3.9429 3.0297 -2.0432
H 4.8959 1.6202 -1.5644
*
```

Output
ΔE to the lowest compared entry with this formula, charge and spin = 0.1419 eV
frontier orbital gap = 7.033 eV
E_LUMO = -5.421 eV

=====

# C19H41FNO2S

An isolated ion of composition C19H41FNO2S and charge +1 (ωB97M-V with the def2-TZVPD basis set, the Open Molecules 2025 dataset).

```
! RIJCOSX wB97M-V def2-TZVPD def2/J DEFGRID3
* xyz 1 1
C -2.5328 -2.4328 -3.9933
C -2.2493 -1.0997 -4.6869
C -2.9068 0.1034 -3.9997
C -2.0470 0.6560 -2.8557
C -2.7708 1.4676 -1.7746
C -4.0758 0.8723 -1.2337
C -4.0111 -0.5779 -0.7324
C -2.9982 -0.8181 0.3965
C -2.6045 -2.2948 0.5990
C -1.1452 -2.4613 1.0342
C -0.1810 -2.1878 -0.1377
S 0.8321 -0.7642 0.1838
O 1.7802 -1.2587 1.3609
C 1.8253 -0.4306 2.5794
C 3.2779 -0.2524 2.9864
N 3.3832 0.2192 4.3613
C 3.6670 1.6442 4.5086
C 2.4821 2.5687 4.2066
C 2.5878 3.9287 4.8683
O 2.2886 2.6859 2.7870
C 2.0491 -0.8499 -1.2001
F 1.3381 -1.2166 -2.3103
C 2.7227 0.4853 -1.3820
C 3.7593 0.4278 -2.5030
H -1.9319 -2.5656 -3.0873
H -3.5846 -2.5116 -3.7076
H -2.3097 -3.2777 -4.6466
H -1.1656 -0.9323 -4.7178
H -2.5721 -1.1583 -5.7282
H -3.8958 -0.1824 -3.6337
H -3.0601 0.8926 -4.7407
H -1.2907 1.3081 -3.3078
H -1.4814 -0.1668 -2.4032
H -2.9792 2.4686 -2.1631
H -2.0820 1.6206 -0.9354
H -4.8575 0.9507 -1.9931
H -4.4102 1.5032 -0.4028
H -3.8228 -1.2773 -1.5521
H -5.0068 -0.8289 -0.3548
H -3.4344 -0.4602 1.3341
H -2.1077 -0.1989 0.2378
H -2.7647 -2.8686 -0.3197
H -3.2476 -2.7456 1.3570
H -0.9541 -3.4770 1.3820
H -0.9417 -1.7964 1.8814
H 0.4762 -3.0256 -0.3739
H -0.7171 -1.9023 -1.0466
H 1.3559 0.5358 2.3781
H 1.2546 -0.9580 3.3459
H 3.7263 0.4916 2.3260
H 3.8120 -1.1977 2.8431
H 2.5569 -0.0163 4.8974
H 4.4780 1.8847 3.8119
H 4.0597 1.8334 5.5100
H 1.5626 2.0710 4.5376
H 2.7830 3.8300 5.9365
H 1.6662 4.4929 4.7285
H 3.4082 4.5046 4.4276
H 3.0400 3.1828 2.4268
H 2.7444 -1.6521 -0.9345
H 1.9603 1.2416 -1.5886
H 3.2071 0.7437 -0.4338
H 4.3365 1.3502 -2.5280
H 4.4447 -0.4098 -2.3558
H 3.2746 0.2887 -3.4692
*
```

Output
ΔE to the lowest compared entry with this formula, charge and spin = 0.1502 eV
frontier orbital gap = 8.600 eV
E_LUMO = -3.044 eV

=====

# H12IO6

A 7-piece molecular cluster, H12IO6 overall at a distorted geometry (ωB97M-V with the def2-TZVPD basis set, the Open Molecules 2025 dataset).

```
! RIJCOSX wB97M-V def2-TZVPD def2/J DEFGRID3
* xyz -1 1
I -0.3389 0.2137 1.3643
O 2.3991 2.5737 1.6403
H 1.6401 2.0307 1.6523
H 2.6171 2.5597 0.6663
O -1.2849 2.8807 -1.0417
H -1.0049 2.1657 -0.4947
H -0.6899 2.8857 -1.7827
O -3.4729 0.4287 -0.5427
H -2.6889 0.6057 -0.0567
H -3.0279 0.1997 -1.3957
O 2.0961 -2.5293 1.7613
H 1.5631 -1.7933 1.9373
H 1.5461 -3.0643 1.2403
O 1.6011 -0.0583 -1.7757
H 1.4361 -0.7033 -2.4667
H 1.1301 -0.2373 -1.0107
O -1.4309 -2.8273 -0.2037
H -1.3579 -1.9983 0.3063
H -0.7319 -3.3333 0.2033
*
```

Output
ΔE to the lowest compared entry with this formula, charge and spin = 0.6495 eV
frontier orbital gap = 8.570 eV
E_LUMO = 3.102 eV

=====

Total energy for the records above, in order: -5234.95892; -2195.50492; -3701.92576; -7688.02392; -1451.55065; -756.44603 Eh